{
  "formula": "C22H66O20",
  "method": "ωB97M-V with the def2-TZVPD basis set",
  "elements": ["C", "C", "C", "O", "C", "C", "C", "O", "O", "O", "H", "H", "C", "C", "O", "H", "H", "H", "H", "H", "H", "C", "C", "O", "H", "H", "H", "H", "H", "H", "C", "C", "O", "H", "H", "H", "H", "H", "H", "C", "C", "O", "H", "H", "H", "H", "H", "H", "C", "C", "O", "H", "H", "H", "H", "H", "H", "C", "C", "O", "H", "H", "H", "H", "H", "H", "C", "C", "O", "H", "H", "H", "H", "H", "H", "C", "C", "O", "H", "H", "H", "H", "H", "H", "O", "H", "H", "O", "H", "H", "O", "H", "H", "O", "H", "H", "O", "H", "H", "O", "H", "H", "O", "H", "H", "O", "H", "H"],
  "coordinates": [[28.354, 1.856, -9.180], [29.526, 1.393, -9.696], [30.835, 1.876, -9.170], [32.024, 1.551, -9.661], [30.924, 2.676, -8.138], [29.684, 3.243, -7.502], [28.268, 2.831, -8.093], [27.271, 3.371, -7.561], [29.709, 3.925, -6.449], [29.286, 0.511, -10.641], [27.373, 1.507, -9.468], [31.854, 2.975, -7.677], [35.287, 3.777, -9.879], [36.508, 2.802, -9.763], [36.348, 2.024, -8.580], [34.429, 3.186, -10.200], [35.452, 4.571, -10.607], [35.011, 4.247, -8.935], [37.408, 3.411, -9.845], [36.652, 2.217, -10.672], [37.150, 2.244, -8.100], [33.254, 5.221, -5.936], [33.520, 5.723, -7.327], [32.979, 7.028, -7.408], [32.214, 5.140, -5.617], [33.854, 5.810, -5.242], [33.624, 4.197, -5.895], [32.984, 5.153, -8.085], [34.569, 5.640, -7.614], [33.655, 7.545, -6.963], [27.625, -4.459, -9.503], [28.027, -3.214, -10.284], [27.747, -2.156, -9.367], [28.053, -4.593, -8.509], [27.786, -5.359, -10.096], [26.558, -4.315, -9.338], [27.391, -3.170, -11.168], [29.082, -3.273, -10.552], [27.973, -1.309, -9.758], [32.229, 1.162, -3.251], [31.688, 1.605, -4.662], [31.187, 2.908, -4.470], [31.633, 1.621, -2.462], [33.259, 1.481, -3.092], [32.310, 0.075, -3.222], [30.992, 0.851, -5.030], [32.521, 1.568, -5.364], [30.854, 3.179, -5.329], [34.973, -0.032, -12.302], [35.042, -0.500, -10.857], [35.356, -1.876, -10.901], [34.887, 1.050, -12.206], [34.111, -0.320, -12.904], [35.893, -0.163, -12.872], [34.130, -0.386, -10.270], [35.756, 0.100, -10.293], [36.303, -2.010, -10.987], [31.082, -3.319, -7.781], [31.000, -1.977, -8.529], [32.245, -1.663, -9.156], [31.823, -3.218, -6.988], [31.447, -4.140, -8.399], [30.170, -3.661, -7.292], [30.676, -1.218, -7.818], [30.242, -1.954, -9.312], [32.253, -0.723, -9.354], [28.300, -0.210, -5.796], [27.117, -0.783, -6.532], [27.178, -2.189, -6.641], [29.281, -0.618, -6.041], [28.232, -0.501, -4.748], [28.287, 0.877, -5.720], [27.031, -0.425, -7.558], [26.198, -0.597, -5.976], [27.406, -2.383, -7.553], [25.904, -0.380, -14.130], [27.107, -0.360, -13.145], [27.125, 0.937, -12.516], [25.967, 0.353, -14.934], [24.944, -0.281, -13.622], [25.926, -1.317, -14.686], [28.046, -0.548, -13.665], [26.826, -1.145, -12.443], [27.826, 0.896, -11.862], [26.938, 5.717, -6.619], [27.365, 4.978, -7.051], [26.079, 5.776, -7.038], [30.020, 6.612, -7.554], [30.131, 5.665, -7.630], [30.910, 6.952, -7.458], [25.690, 2.428, -5.849], [26.413, 2.629, -6.444], [25.156, 3.222, -5.843], [33.928, 1.089, -7.282], [33.076, 1.329, -7.646], [34.561, 1.574, -7.812], [25.413, 3.668, -9.664], [25.750, 3.786, -10.552], [26.196, 3.607, -9.116], [31.848, 1.589, -12.678], [31.195, 1.030, -12.256], [32.263, 2.059, -11.955], [28.859, 5.792, -4.712], [29.661, 5.919, -4.204], [29.116, 5.202, -5.421], [28.646, 2.794, -3.355], [28.487, 3.730, -3.228], [29.498, 2.752, -3.787]],
  "atomic_forces_ev_per_a": [[-2.140, 3.333, 3.889], [-2.256, -2.671, -2.818], [4.659, -2.229, -3.340], [-2.477, -0.783, -0.343], [-3.986, 3.922, 4.729], [1.329, -1.202, 0.059], [1.993, -0.710, -0.989], [1.203, -0.870, -1.670], [0.114, -0.673, -1.636], [2.492, 1.068, 1.112], [0.144, -0.329, -0.567], [0.144, 0.015, -0.197], [0.351, -1.047, -0.414], [-1.266, 1.785, -0.834], [1.174, 0.414, -0.618], [-0.220, 0.102, 0.028], [0.110, -0.071, -0.127], [0.394, -0.264, 0.008], [0.425, 0.087, 1.070], [-0.720, -0.637, 0.082], [-0.172, -0.447, 0.620], [0.856, -1.254, 0.029], [-1.607, -0.666, -0.132], [0.961, 0.831, -0.496], [-0.017, 0.503, -0.322], [-0.172, 0.051, 0.302], [0.172, -0.233, 0.286], [-0.121, -0.237, 0.090], [0.207, 0.457, 0.235], [-0.347, 0.652, 0.094], [-0.712, -0.035, -0.415], [0.038, -0.614, 1.448], [0.024, -0.136, -0.660], [0.453, 0.311, -0.202], [-0.029, -0.092, 0.030], [-0.191, -0.412, 0.084], [0.129, 0.250, -0.199], [0.075, 0.363, -0.171], [0.307, 0.523, -0.197], [0.257, 0.055, -1.248], [1.541, -0.880, 1.862], [0.185, -0.460, -0.139], [-0.251, -0.453, -0.027], [0.068, 0.408, -0.176], [-0.483, -0.080, 0.343], [-0.680, 0.323, 0.111], [0.105, 0.287, -0.111], [-0.485, 0.771, -0.514], [-0.409, 1.879, 0.433], [0.030, -0.333, -0.864], [0.201, -1.071, 0.825], [-0.192, 0.424, -0.352], [0.039, -0.414, 0.347], [0.172, -0.485, 0.187], [-0.236, -0.078, -0.525], [0.460, -0.160, -0.026], [-0.016, 0.219, -0.020], [0.654, 0.230, -0.106], [-0.288, -0.235, -0.307], [-0.042, -0.696, 0.690], [0.103, 0.088, 0.099], [-0.056, 0.075, -0.341], [-0.286, 0.407, -0.222], [0.248, 0.255, 0.167], [-0.186, -0.342, 0.094], [-0.177, 0.539, -0.112], [0.118, 0.001, 1.327], [-0.154, -0.239, -0.343], [0.180, -1.033, 0.475], [-0.054, 0.208, -0.841], [-0.299, -0.154, 0.270], [0.121, 0.111, -0.452], [-0.102, 0.655, 0.113], [0.021, 0.591, -0.135], [0.143, -0.047, -0.230], [0.893, -0.148, -0.365], [-1.854, 1.370, -0.441], [-0.375, -1.081, -0.832], [0.114, 0.462, 0.296], [0.143, 0.044, 0.096], [-0.157, -0.389, 0.211], [0.045, -0.224, 0.096], [0.671, -0.132, 0.395], [0.659, 0.102, 0.685], [-0.500, 1.304, 0.404], [0.075, -0.527, -0.003], [-0.126, -0.084, -0.201], [-0.193, 0.391, -0.300], [-0.063, -0.270, 0.153], [0.388, 0.094, 0.028], [-1.063, -0.834, 0.978], [0.227, 0.262, -0.224], [0.081, 0.190, -0.019], [0.151, -0.121, 0.665], [-0.386, -0.062, -0.515], [0.277, 0.048, -0.256], [-0.638, 0.194, -0.445], [0.060, -0.055, -0.242], [0.336, -0.131, 0.697], [0.238, 0.177, -0.927], [-0.300, -0.179, 0.514], [-0.067, -0.120, 0.555], [-0.161, 0.548, 1.182], [0.268, 0.018, 0.051], [-0.122, -0.284, -0.472], [-0.625, -0.456, 0.652], [-0.136, 0.340, -0.306], [0.567, 0.134, -0.208]],
  "max_force_ha_per_bohr": 0.142,
  "e_tot_ev": -64833.79112,
  "homo_lumo_gap_ev": 6.582,
  "e_lumo_ev": 3.53,
  "total_charge": -2,
  "e_above_lowest_ev": 2.646,
  "multiplicity": 1
}

---

{
  "formula": "C3H3N3O2",
  "method": "ωB97M-V with the def2-TZVPD basis set",
  "elements": ["C", "C", "C", "N", "N", "N", "O", "O", "H", "H", "H"],
  "coordinates": [[0.822, -0.323, -0.014], [-0.138, 0.999, 0.020], [-2.187, -0.470, 0.012], [0.032, -1.359, -0.014], [-1.379, -1.455, 0.123], [2.102, -0.046, 0.140], [-1.508, 0.793, -0.009], [0.366, 2.091, 0.002], [-3.205, -0.599, -0.127], [2.425, 0.869, 0.398], [2.670, -0.500, -0.531]],
  "atomic_forces_ev_per_a": [[-4.554, 5.382, -0.034], [1.518, -2.411, -1.002], [6.492, 0.790, 0.361], [-5.889, -2.060, 1.123], [3.937, -1.251, -0.890], [2.168, -1.188, 0.545], [-1.632, 0.769, -0.050], [-0.798, -0.534, 0.406], [-1.734, 0.495, 0.030], [-0.519, 0.220, 0.073], [1.011, -0.211, -0.562]],
  "max_force_ha_per_bohr": 0.137,
  "e_tot_ev": -11718.72283,
  "homo_lumo_gap_ev": [6.614, 7.113],
  "s_squared": 2.012,
  "e_lumo_ev": [0.65, -2.54],
  "e_above_lowest_ev": 0.000,
  "multiplicity": 3
}

---

{
  "formula": "C18H52ClN2O12",
  "method": "ωB97M-V with the def2-TZVPD basis set",
  "elements": ["C", "N", "C", "C", "O", "C", "C", "N", "C", "C", "C", "Cl", "C", "O", "O", "H", "H", "H", "H", "H", "H", "H", "H", "H", "H", "H", "H", "H", "H", "H", "H", "C", "O", "H", "H", "H", "H", "C", "O", "H", "H", "H", "H", "C", "O", "H", "H", "H", "H", "C", "O", "H", "H", "H", "H", "C", "O", "H", "H", "H", "H", "C", "O", "H", "H", "H", "H", "C", "O", "H", "H", "H", "H", "C", "O", "H", "H", "H", "H", "C", "O", "H", "H", "H", "H"],
  "coordinates": [[-3.326, -2.026, -3.644], [-1.979, -1.491, -3.824], [-1.504, -0.861, -2.592], [-1.062, -2.433, -4.405], [-0.200, -2.042, -5.147], [-1.199, -3.904, -4.092], [-0.214, -4.443, -3.040], [0.223, -3.426, -2.087], [1.281, -3.916, -1.185], [0.909, -3.867, 0.312], [-0.574, -4.037, 0.578], [-0.918, -3.647, 2.308], [-0.913, -5.597, -2.252], [-0.246, -6.645, -2.145], [-2.036, -5.312, -1.776], [-3.450, -2.543, -2.686], [-3.579, -2.724, -4.434], [-4.029, -1.195, -3.671], [-2.222, -0.087, -2.321], [-1.446, -1.577, -1.773], [-0.540, -0.385, -2.738], [-0.988, -4.431, -5.022], [-2.215, -4.146, -3.804], [0.632, -4.896, -3.565], [0.626, -2.653, -2.603], [1.582, -4.926, -1.455], [2.159, -3.282, -1.316], [1.264, -2.937, 0.755], [1.425, -4.684, 0.816], [-0.868, -5.070, 0.433], [-1.199, -3.425, -0.055], [0.102, 0.377, 3.472], [0.895, -0.795, 3.327], [0.580, 0.996, 4.229], [0.037, 0.944, 2.539], [-0.908, 0.126, 3.805], [0.475, -1.358, 2.666], [1.301, 2.544, -2.080], [0.713, 1.456, -1.353], [1.223, 2.314, -3.140], [0.757, 3.475, -1.883], [2.351, 2.675, -1.821], [0.795, 1.659, -0.417], [-0.134, -0.498, 7.664], [-1.053, -0.428, 6.570], [-0.565, 0.061, 8.491], [0.023, -1.534, 7.977], [0.823, -0.054, 7.402], [-0.664, -0.917, 5.837], [-3.578, -2.503, 8.830], [-3.716, -1.789, 7.615], [-4.559, -2.891, 9.095], [-2.888, -3.347, 8.726], [-3.227, -1.857, 9.642], [-2.850, -1.437, 7.371], [4.514, 4.147, -4.034], [4.102, 4.291, -2.676], [3.870, 3.389, -4.469], [4.377, 5.077, -4.591], [5.555, 3.821, -4.105], [4.660, 4.947, -2.251], [2.037, 2.430, 9.697], [2.323, 1.247, 8.960], [1.206, 2.201, 10.360], [2.892, 2.744, 10.301], [1.743, 3.251, 9.038], [3.056, 1.436, 8.368], [0.835, 5.076, -5.315], [1.626, 3.978, -5.735], [1.483, 5.750, -4.757], [0.414, 5.620, -6.166], [0.019, 4.756, -4.660], [1.054, 3.375, -6.217], [-1.058, 1.130, -6.587], [0.202, 1.689, -6.962], [-1.263, 1.451, -5.570], [-1.858, 1.486, -7.244], [-1.023, 0.045, -6.602], [0.415, 1.397, -7.851], [-0.281, 5.447, 0.210], [-1.004, 4.261, 0.519], [-0.382, 6.121, 1.057], [0.780, 5.234, 0.054], [-0.690, 5.936, -0.679], [-0.929, 3.656, -0.226]],
  "atomic_forces_ev_per_a": [[0.027, 0.132, 0.383], [-0.034, -0.630, -0.217], [-0.214, 0.293, -0.222], [-0.522, -0.066, 0.408], [0.785, 0.513, -0.205], [-0.241, 0.064, -0.395], [-0.286, -0.309, -0.138], [0.467, 0.157, 0.014], [-0.148, 0.248, 0.075], [-0.097, -0.122, -0.161], [0.307, -0.395, -0.087], [-0.074, 0.164, 0.092], [-0.120, 0.082, 0.192], [-0.006, -0.072, 0.073], [0.079, -0.130, -0.111], [0.020, -0.134, 0.042], [-0.059, 0.062, -0.164], [-0.084, 0.077, -0.039], [0.002, 0.135, 0.000], [0.080, -0.093, 0.106], [0.126, -0.005, -0.043], [0.018, -0.047, -0.083], [0.041, -0.080, 0.360], [0.194, 0.079, 0.003], [-0.078, 0.041, -0.087], [-0.174, -0.165, -0.079], [0.135, -0.013, 0.003], [-0.059, 0.147, 0.004], [0.175, 0.057, 0.138], [-0.184, -0.030, -0.022], [-0.065, 0.186, 0.055], [0.039, -0.272, -0.099], [-0.015, 0.203, 0.028], [-0.024, 0.036, 0.016], [-0.013, 0.040, 0.020], [-0.049, 0.146, -0.022], [-0.029, -0.196, 0.097], [-0.170, -0.261, 0.269], [0.012, 0.318, -0.156], [-0.012, -0.031, -0.015], [0.109, 0.067, -0.094], [0.003, 0.085, -0.055], [0.047, -0.123, 0.064], [-0.085, -0.127, -0.277], [-0.043, -0.174, 0.266], [-0.024, 0.034, -0.007], [0.025, 0.029, 0.064], [0.056, 0.038, 0.065], [-0.038, 0.021, -0.066], [0.068, 0.110, -0.180], [0.054, -0.052, 0.188], [-0.018, -0.013, 0.012], [-0.012, -0.024, 0.048], [-0.010, -0.037, 0.040], [0.014, 0.124, -0.212], [-0.075, -0.040, 0.156], [0.026, 0.037, 0.014], [-0.017, 0.031, -0.083], [0.021, -0.030, -0.048], [-0.001, 0.024, -0.016], [0.032, 0.014, -0.012], [0.072, -0.086, -0.123], [0.043, 0.130, 0.113], [-0.018, -0.012, 0.010], [-0.024, 0.022, 0.027], [-0.021, 0.022, 0.031], [0.002, -0.049, -0.028], [0.108, -0.159, -0.043], [0.040, 0.374, 0.135], [-0.002, 0.029, 0.030], [-0.022, 0.040, 0.027], [-0.025, 0.047, 0.020], [-0.109, -0.505, -0.156], [-0.045, 0.002, -0.085], [0.036, 0.300, -0.011], [0.010, -0.012, 0.045], [0.002, 0.028, 0.040], [0.006, -0.160, 0.107], [0.040, -0.064, 0.016], [-0.075, -0.281, -0.086], [0.082, 0.095, 0.035], [-0.031, -0.015, 0.036], [0.016, 0.087, -0.031], [0.067, 0.066, 0.000], [-0.037, -0.024, -0.009]],
  "max_force_ha_per_bohr": 0.019,
  "e_tot_ev": -59579.80262,
  "homo_lumo_gap_ev": 6.789,
  "e_lumo_ev": 1.95,
  "total_charge": -1,
  "e_above_lowest_ev": 0.000,
  "multiplicity": 1
}

---

{
  "formula": "C8H8Br15FO3",
  "method": "ωB97M-V with the def2-TZVPD basis set",
  "elements": ["C", "C", "O", "C", "O", "O", "F", "H", "H", "H", "C", "Br", "Br", "Br", "H", "C", "Br", "Br", "Br", "H", "C", "Br", "Br", "Br", "H", "C", "Br", "Br", "Br", "H", "C", "Br", "Br", "Br", "H"],
  "coordinates": [[-3.967, -0.834, -0.754], [-4.095, -2.279, -1.351], [-3.654, -2.940, -0.247], [-3.978, -2.290, 0.888], [-3.784, -2.776, 1.973], [-4.471, -1.064, 0.542], [-3.090, -2.370, -2.307], [-4.682, -0.186, -1.260], [-2.923, -0.539, -0.645], [-5.064, -2.593, -1.738], [-0.787, 3.165, -1.717], [-1.677, 1.871, -2.950], [-0.907, 2.530, 0.097], [-1.569, 4.992, -1.887], [0.280, 3.155, -1.940], [5.587, -3.446, 1.472], [5.400, -4.368, 3.129], [5.936, -4.664, 0.058], [7.063, -2.128, 1.642], [4.693, -2.844, 1.305], [1.356, 0.762, -4.185], [2.797, 0.809, -5.568], [2.093, 0.822, -2.337], [0.117, -0.646, -4.564], [0.660, 1.594, -4.291], [0.921, -0.246, 0.986], [0.079, 0.406, 2.666], [-0.423, -1.472, 0.016], [2.590, -1.268, 1.141], [1.062, 0.560, 0.265], [0.758, 3.562, 4.331], [1.713, 3.375, 2.605], [-0.182, 5.293, 4.499], [2.153, 3.266, 5.734], [-0.008, 2.789, 4.391]],
  "atomic_forces_ev_per_a": [[-1.943, -0.549, -1.334], [2.621, 3.043, -0.230], [-0.211, -2.585, 0.520], [0.708, -0.444, 1.713], [-0.897, 1.232, -1.486], [0.090, -0.705, 1.633], [-1.054, -0.508, -0.072], [0.587, 0.541, 0.072], [-0.029, 0.164, -0.717], [0.152, -0.173, -0.116], [-0.759, -0.132, 0.123], [0.404, 0.968, 0.685], [-0.174, 0.144, -0.357], [0.588, -1.062, -0.080], [-0.371, 0.312, -0.322], [0.708, 0.867, 0.410], [-0.186, -0.150, 0.299], [-0.103, -0.053, -0.347], [-0.510, -0.393, -0.174], [0.070, -0.244, -0.198], [0.218, 0.243, -0.052], [-0.844, 0.128, 0.918], [-0.480, -0.259, -1.163], [0.314, -0.706, 0.184], [0.917, 0.362, -0.020], [-0.756, -0.788, -0.825], [-0.570, 0.541, 1.180], [-0.410, -0.119, -0.553], [1.418, -0.273, 0.142], [0.189, 0.286, 0.220], [1.044, 0.269, -0.330], [-0.526, 0.596, 0.832], [0.574, -0.783, -0.022], [-1.114, 0.267, -0.527], [0.333, -0.039, -0.007]],
  "max_force_ha_per_bohr": 0.078,
  "e_tot_ev": -1067921.33784,
  "homo_lumo_gap_ev": [3.410, 7.842],
  "s_squared": 0.755,
  "e_lumo_ev": [1.59, 1.60],
  "total_charge": -1,
  "e_above_lowest_ev": 0.000,
  "multiplicity": 2
}

---

What is the formula in the fourth record? C8H8Br15FO3